*a*
Formula: C3H4S
Source: the OMol25 dataset
Level of theory: ωB97M-V with the def2-TZVPD basis set

Cartesian coordinates (Å):
S 2.08811 -0.18867 -0.02276
C -0.80182 -0.57005 -0.23714
C 0.21410 0.46591 -0.56330
C -0.77383 0.50921 0.47497
H 1.56771 -0.86750 0.92850
H -1.42591 1.06656 1.11772
H 0.12659 1.14563 -1.43095
H -0.99495 -1.56110 -0.26704

**Structure (SMILES)**: SC1C=C1
**Orbital gap**: 9.808 eV
**E_HOMO**: -8.8 eV
**Multiplicity**: 1

natural (NBO) atomic charge list, values in e, 4 entries: -0.16, -0.16, -0.25, -0.19



*b*
Formula: C3H4S
Source: the OMol25 dataset
Level of theory: ωB97M-V with the def2-TZVPD basis set

Cartesian coordinates (Å):
S 2.67993 0.13703 -0.08126
C 0.14366 0.30209 0.36073
C 1.21427 -0.21581 -0.38185
C -1.16284 0.02124 0.24362
H 0.54481 1.15896 0.67786
H -1.92000 0.71261 0.61368
H 1.05054 -1.01812 -1.20337
H -1.65370 -0.86646 0.07498

**Structure (SMILES)**: C=CC=S
**Orbital gap**: 8.044 eV
**E_HOMO**: -8.7 eV
**Multiplicity**: 1

natural (NBO) atomic charge list, values in e, 4 entries: 0.11, -0.27, -0.35, -0.29



The winner here is *b*, beating the second structure by 1.148 eV.